The following is a quantum chemistry calculation of CH5N2O2P in the gas phase at a distorted geometry, from OMol25.

```
! wB97M-V def2-TZVPD RIJCOSX def2/J DEFGRID3
* xyz 0 1
N -1.8752 -0.4415 0.2344
C -0.9069 0.4740 0.2988
O -0.9658 1.6520 0.5333
N 0.4732 -0.0379 -0.0161
O 0.6461 -1.4067 -0.2656
P 1.7372 1.0411 0.4463
H -1.6179 -1.4147 0.2098
H -2.7988 -0.1762 0.5228
H 0.7474 -1.5113 -1.2259
H 1.8413 1.7024 -0.7991
H 2.7194 0.1187 0.0613
*
```

Results
energy above the lowest of the compared OMol25 structures with the same formula, charge and spin = 0.0 kJ/mol
molar mass = 108.0 g mol⁻¹
E = -642.3964 Ha
highest occupied orbital energy = -0.3220 Ha
HOMO-LUMO gap = 9.39 eV
SMILES string = NC(=O)N(O)P
LUMO = 0.632 eV

=====

The following is a quantum chemistry calculation of 2 unconnected molecules or ions with the total composition CH5N2S at a distorted geometry, from OMol25.

```
! wB97M-V def2-TZVPD RIJCOSX def2/J DEFGRID3
* xyz -1 1
S -2.1436 -0.9054 -0.1796
H -3.0253 0.0427 0.1212
N 0.5284 0.7261 0.6637
C 1.5076 0.4675 -0.2041
N 2.7902 0.7481 -0.0885
H 0.8609 0.9625 1.5441
H -0.3155 0.3460 0.1794
H 1.2792 0.0697 -1.1601
H 3.2224 -0.0588 -0.6137
*
```

Results
energy above the lowest of the compared OMol25 structures with the same formula, charge and spin = 92.6 kJ/mol
molar mass = 77.1 g mol⁻¹
E = -548.8116 Ha
highest occupied orbital energy = -0.1157 Ha
HOMO-LUMO gap = 7.53 eV
LUMO = 4.385 eV

=====

The following is a quantum chemistry calculation of a gas-phase ion, CH5N2S (charge +1) at a distorted geometry, from OMol25.

```
! wB97M-V def2-TZVPD RIJCOSX def2/J DEFGRID3
* xyz 1 1
N -0.4632 -1.1994 0.8414
C 0.1062 -0.7391 -0.2157
N 0.3958 0.6771 -0.7360
S 0.1104 1.8906 0.4625
H -0.2784 -2.1593 1.0144
H -1.0549 -0.6017 1.5539
H 0.4781 -1.4761 -0.8584
H 0.1719 0.6586 -1.7406
H 0.5341 2.9491 -0.3214
*
```

Results
energy above the lowest of the compared OMol25 structures with the same formula, charge and spin = 157.3 kJ/mol
molar mass = 77.1 g mol⁻¹
E = -548.4776 Ha
highest occupied orbital energy = -0.5028 Ha
HOMO-LUMO gap = 8.88 eV
SMILES string = [NH2+]=CNS
LUMO = -4.802 eV

=====

The following is a quantum chemistry calculation of 2 unconnected molecules or ions with the total composition CH5N2S at a distorted geometry, from OMol25.

```
! wB97M-V def2-TZVPD RIJCOSX def2/J DEFGRID3
* xyz 1 1
C 1.8201 0.1531 0.1355
N 2.7393 0.9728 0.4290
N -1.0030 -0.5220 0.0082
S 3.4160 -0.5126 -0.2851
H 0.7447 -0.0770 0.1607
H 2.9582 1.7239 1.0174
H -1.3254 -1.2315 -0.7002
H -1.5000 0.2725 0.0883
H -0.8789 -1.0873 0.8870
*
```

Results
energy above the lowest of the compared OMol25 structures with the same formula, charge and spin = 333.7 kJ/mol
molar mass = 77.1 g mol⁻¹
E = -548.4104 Ha
highest occupied orbital energy = -0.5403 Ha
HOMO-LUMO gap = 9.00 eV
LUMO = -5.704 eV

=====

The following is a quantum chemistry calculation of 2 unconnected molecules or ions with the total composition CH5N2Si at a distorted geometry, from OMol25.

```
! wB97M-V def2-TZVPD RIJCOSX def2/J DEFGRID3
* xyz 1 1
C 1.4120 0.1677 0.1572
N -2.4815 -1.2445 -1.8017
N -1.6961 -1.2165 -1.0539
Si -0.3392 0.4843 0.6739
H 1.9925 1.1346 0.4444
H 2.0127 -0.6323 0.6327
H 1.2858 0.0601 -0.9529
H -0.9372 1.7123 0.9362
H -1.2490 -0.4657 0.9642
*
```

Results
energy above the lowest of the compared OMol25 structures with the same formula, charge and spin = 78.7 kJ/mol
molar mass = 73.2 g mol⁻¹
E = -439.7829 Ha
highest occupied orbital energy = -0.6535 Ha
HOMO-LUMO gap = 11.07 eV
LUMO = -6.715 eV

=====

The following is a quantum chemistry calculation of CH5N3O in the gas phase at a distorted geometry, from OMol25.

```
! wB97M-V def2-TZVPD RIJCOSX def2/J DEFGRID3
* xyz 0 1
N 0.4921 1.6016 1.0655
N -0.2516 0.6664 0.3912
C 0.3807 -0.2106 -0.2850
N -0.2583 -1.0895 -1.1698
O -1.5692 -1.3552 -0.8002
H 0.0204 1.7402 1.9885
H 1.4420 1.2956 1.2491
H 1.4927 -0.2621 -0.3159
H 0.2035 -1.9699 -1.2023
H -1.9524 -0.4165 -0.9211
*
```

Results
energy above the lowest of the compared OMol25 structures with the same formula, charge and spin = 270.5 kJ/mol
molar mass = 75.1 g mol⁻¹
E = -280.5015 Ha
highest occupied orbital energy = -0.3052 Ha
HOMO-LUMO gap = 9.34 eV
SMILES string = N/N=C/NO
LUMO = 1.035 eV

=====

The following is a quantum chemistry calculation of 2 unconnected molecules or ions with the total composition CH5N3O at a distorted geometry, from OMol25.

```
! wB97M-V def2-TZVPD RIJCOSX def2/J DEFGRID3
* xyz 0 1
C 0.2350 0.5382 -0.6805
N 1.9492 0.2949 0.9120
N -1.8112 -0.0401 0.5889
N 1.3763 -0.1813 -0.0589
O 1.7630 -1.2258 -0.6126
H -0.1156 0.2504 -1.5964
H 0.0751 1.4874 -0.3620
H 2.6338 -0.2987 1.3335
H -2.6340 0.1939 0.0738
H -1.5487 0.7630 1.1979
*
```

Results
energy above the lowest of the compared OMol25 structures with the same formula, charge and spin = 622.5 kJ/mol
molar mass = 75.1 g mol⁻¹
E = -280.3674 Ha
highest occupied orbital energy (alpha / beta) = -0.3628 / -0.3669 Ha
HOMO-LUMO gap (alpha / beta) = 8.92 / 8.81 eV
LUMO (alpha / beta) = -0.948 / -1.172 eV

=====

The following is a quantum chemistry calculation of CH5N3O in the gas phase at a distorted geometry, from OMol25.

```
! wB97M-V def2-TZVPD RIJCOSX def2/J DEFGRID3
* xyz 0 1
H 1.5580 1.5585 -0.2651
N 0.4911 1.3697 0.0584
C 0.4340 0.1732 0.1667
N 1.6124 -0.6721 -0.2347
N -0.6670 -0.6914 0.0705
O -1.9406 -0.0197 -0.1503
H 2.4245 -0.5284 0.5480
H 1.0938 -1.5911 -0.2892
H -0.6688 -1.2326 1.0001
H -1.5419 0.8680 -0.0515
*
```

Results
energy above the lowest of the compared OMol25 structures with the same formula, charge and spin = 287.3 kJ/mol
molar mass = 75.1 g mol⁻¹
E = -280.4951 Ha
highest occupied orbital energy = -0.3630 Ha
HOMO-LUMO gap = 10.49 eV
SMILES string = [H]/N=C(\N)NO
LUMO = 0.615 eV